No. 1
Entry from the OMol25 dataset: C21H21ClNO5S5Ti as an isolated structure in a non-equilibrium geometry (the ωB97M-V functional and the def2-TZVPD basis).

Geometry (Å):
Ti1 -0.096 -0.648 0.360
S1 -2.164 0.810 0.128
C1 -2.240 1.418 -1.491
C2 -3.341 2.221 -1.861
C3 -3.498 2.712 -3.138
C4 -2.555 2.431 -4.126
C5 -1.466 1.648 -3.797
C6 -1.294 1.152 -2.503
S2 0.083 0.064 -2.231
C7 1.465 1.202 -1.773
C8 1.203 1.917 -0.504
C9 1.385 3.281 -0.457
C10 1.234 3.979 0.735
C11 0.900 3.223 1.861
C12 0.669 1.873 1.753
C13 0.259 1.141 2.996
S3 0.348 -0.668 2.850
C14 2.095 -1.003 2.952
C15 2.652 -1.007 4.230
C16 3.981 -1.327 4.428
C17 4.755 -1.676 3.324
C18 4.203 -1.698 2.061
C19 2.853 -1.369 1.825
S4 2.257 -1.464 0.202
N1 0.766 1.172 0.577
H1 -4.074 2.427 -1.091
H2 -4.366 3.316 -3.377
H3 -2.677 2.809 -5.133
H4 -0.719 1.401 -4.543
H5 1.632 1.893 -2.597
H6 2.298 0.503 -1.687
H7 1.671 3.801 -1.363
H8 1.383 5.048 0.796
H9 0.799 3.695 2.830
H10 -0.797 1.321 3.213
H11 0.857 1.459 3.849
H12 2.015 -0.763 5.073
H13 4.406 -1.327 5.424
H14 5.797 -1.945 3.456
H15 4.795 -1.988 1.202
C20 -1.299 -2.758 -3.418
S5 -1.517 -3.192 -1.653
C21 -3.164 -2.445 -1.514
O1 -0.561 -2.286 -0.946
H16 -1.939 -3.404 -4.020
H17 -0.251 -2.941 -3.651
H18 -1.533 -1.709 -3.584
H19 -3.848 -3.034 -2.126
H20 -3.124 -1.406 -1.840
H21 -3.452 -2.491 -0.468
O2 -1.787 -1.762 1.321
Cl1 -1.345 -3.086 1.764
O3 -1.743 -3.280 3.119
O4 -1.988 -4.076 0.937
O5 0.073 -3.165 1.626

## Properties
total charge: -1
LUMO (alpha / beta): 0.08817 / 0.08804 Eh
2S+1: 3
gap between HOMO and LUMO (alpha / beta): 0.1682 / 0.2474 Eh
HOMO (alpha / beta): -2.2 / -4.3 eV

Atomic partial charges in e from the natural (NBO) method, atoms 1 to 5: Ti 0.95; S -0.26; C -0.15; C -0.23; C -0.20

---

No. 2
Entry from the OMol25 dataset: an isolated molecule of C21H21F2NO2 in a non-equilibrium geometry (the ωB97M-V functional and the def2-TZVPD basis).

Geometry (Å):
O1 -3.286 2.369 -2.690
C1 -2.702 3.163 -2.004
N1 -1.400 2.893 -1.618
C2 -0.956 3.504 -0.487
C3 0.555 3.526 -0.828
C4 0.696 2.211 -1.701
C5 -0.698 1.668 -1.987
C6 -1.239 0.618 -0.985
C7 -0.953 1.071 0.451
O2 0.443 0.868 0.779
C8 0.652 -0.184 1.782
C9 1.941 0.075 2.533
C10 2.521 1.356 2.502
C11 3.590 1.704 3.274
C12 4.227 0.746 4.073
F1 5.157 1.145 5.010
C13 3.749 -0.506 4.042
C14 2.643 -0.927 3.234
C15 0.618 -1.599 1.133
C16 1.779 -1.954 0.379
C17 1.811 -3.138 -0.383
C18 0.747 -3.953 -0.510
F2 0.758 -5.175 -1.109
C19 -0.485 -3.586 0.137
C20 -0.528 -2.389 0.964
C21 -1.242 2.599 0.699
H1 -3.241 4.081 -1.758
H2 -1.251 4.542 -0.387
H3 1.197 3.615 0.071
H4 0.863 4.409 -1.339
H5 1.337 1.572 -1.161
H6 1.100 2.487 -2.701
H7 -0.889 1.344 -3.036
H8 -2.275 0.344 -1.111
H9 -0.665 -0.293 -1.115
H10 -1.587 0.534 1.185
H11 -0.080 -0.051 2.567
H12 2.002 2.128 1.948
H13 4.007 2.767 3.276
H14 4.118 -1.393 4.641
H15 2.258 -1.882 3.320
H16 2.626 -1.258 0.548
H17 2.750 -3.454 -0.868
H18 -1.319 -4.203 0.015
H19 -1.488 -2.089 1.438
H20 -0.712 2.808 1.556
H21 -2.277 2.758 1.092

## Properties
LUMO: 0.02018 Eh
structure (SMILES): O=CN1[C@@H]2CC[C@H]1C[C@@H](OC(c1ccc(F)cc1)c1ccc(F)cc1)C2
gap between HOMO and LUMO: 0.3488 Eh
HOMO: -8.9 eV

Atomic partial charges in e from the natural (NBO) method, atoms 1 to 5: O -0.61; C 0.53; N -0.46; C -0.06; C -0.39

---

No. 3
Entry from the OMol25 dataset: an isolated molecule of C21H21FN2O3 in a non-equilibrium geometry (the ωB97M-V functional and the def2-TZVPD basis).

Geometry (Å):
C1 -2.570 2.017 2.161
O1 -1.460 1.069 2.217
C2 -1.252 0.250 1.050
C3 -0.918 1.152 -0.124
C4 -1.542 1.084 -1.384
C5 -1.172 1.973 -2.433
F1 -1.825 1.908 -3.617
C6 -0.179 2.953 -2.240
C7 0.428 3.016 -0.974
O2 1.498 3.807 -0.728
C8 2.771 3.248 -1.084
C9 3.124 2.055 -0.208
C10 3.303 2.144 1.195
C11 3.624 1.039 1.981
C12 3.726 -0.218 1.412
N1 4.032 -1.297 2.159
C13 4.142 -2.464 1.527
N2 3.955 -2.658 0.214
C14 3.608 -1.614 -0.512
C15 3.490 -0.346 0.015
C16 3.172 0.772 -0.788
C17 -0.037 2.213 0.072
C18 -2.488 -0.665 0.805
C19 -2.683 -1.554 2.039
O3 -1.507 -2.394 2.213
C20 -0.322 -1.672 2.509
C21 -0.054 -0.699 1.320
H1 -2.299 2.913 2.700
H2 -2.867 2.312 1.150
H3 -3.473 1.560 2.644
H4 -2.315 0.313 -1.598
H5 0.120 3.646 -3.067
H6 2.761 2.953 -2.134
H7 3.555 4.004 -0.931
H8 3.186 3.093 1.714
H9 3.806 1.127 3.043
H10 4.438 -3.338 2.071
H11 3.388 -1.744 -1.562
H12 2.980 0.600 -1.841
H13 0.468 2.298 1.023
H14 -2.346 -1.316 -0.062
H15 -3.413 -0.086 0.592
H16 -3.565 -2.233 1.915
H17 -2.923 -0.981 2.937
H18 -0.401 -1.089 3.457
H19 0.468 -2.416 2.584
H20 0.839 -0.114 1.576
H21 0.130 -1.221 0.394

## Properties
LUMO: -0.01245 Eh
structure (SMILES): COC1(c2cc(F)cc(OCc3ccc4ncncc4c3)c2)CCOCC1
gap between HOMO and LUMO: 0.3214 Eh
HOMO: -9.1 eV

Atomic partial charges in e from the natural (NBO) method, atoms 1 to 5: C -0.26; O -0.57; C 0.24; C 0.08; C -0.32

---

Respective energy above the lowest of the compared OMol25 structures with the same formula, charge and spin values: 36.5; 0.0; 37.7 kcal/mol.